1.
Computed, not measured: the ion C7H9N2O2 with charge -1 at a distorted geometry, with ωB97M-V with the def2-TZVPD basis set.

## Properties
HOMO energy (spin up / spin down) in Eh: -0.120 / -0.120
Multiplicity: 1
SMILES: C=C/C=C\C=C(\C)N=[N+]([O-])[O-]
Total charge: -1

Each line ends with the natural charge from an NBO analysis.
Positions of all 20 atoms, in Å:
C (1.690, 1.440, 0.888)  -0.28
C (1.815, 0.085, 1.033)  -0.21
C (1.035, 2.124, -0.090)  -0.29
C (1.150, -1.079, 0.344)  -0.37
C (0.352, 1.601, -1.220)  -0.32
C (-0.245, -1.087, 0.009)  0.18
C (-1.019, -2.252, -0.483)  -0.67
N (-0.873, 0.061, 0.122)  -0.38
N (-2.155, 0.219, 0.244)  0.61
O (-2.869, -0.656, 0.786)  -0.54
O (-2.619, 1.313, -0.106)  -0.49
H (2.228, 2.127, 1.529)  0.18
H (2.555, -0.289, 1.672)  0.17
H (0.844, 3.152, 0.132)  0.18
H (1.819, -1.954, 0.398)  0.19
H (0.437, 0.569, -1.560)  0.19
H (-0.174, 2.181, -1.966)  0.18
H (-1.737, -1.905, -1.408)  0.21
H (-1.829, -2.498, 0.183)  0.25
H (-0.403, -3.152, -0.508)  0.21

Force components x, y, z for each atom (eV/Å):
1.31 -1.90 1.34
-1.48 -0.88 -1.91
-3.61 0.17 -4.70
-1.06 1.54 0.83
1.89 0.40 1.57
2.22 -0.99 0.92
-1.65 0.08 -1.59
0.37 1.46 0.28
-0.81 -0.19 0.28
-0.13 0.27 -0.02
-0.30 -0.14 -0.04
0.35 -0.42 0.56
1.16 -0.19 1.16
0.08 0.79 -0.22
-1.00 0.03 -0.38
0.48 0.45 0.34
-0.09 0.64 0.41
2.33 -1.24 1.47
-0.05 0.07 0.73
-0.03 0.06 -1.03

---

2.
Computed, not measured: an isolated molecule of C7H9N3O2 at a distorted geometry, with ωB97M-V with the def2-TZVPD basis set.

## Properties
HOMO energy in Eh: -0.353
Multiplicity: 1
SMILES: C/C=C/n1nncc1[C@H](O)C=O
Total charge: 0

Each line ends with the natural charge from an NBO analysis.
Positions of all 21 atoms, in Å:
C (2.865, 0.141, -0.334)  -0.11
C (1.522, 0.508, -0.215)  0.08
C (-2.752, -1.958, -0.261)  -0.67
C (-1.264, -1.590, -0.551)  -0.08
C (0.783, 1.813, -0.263)  -0.03
C (-0.506, -0.950, 0.378)  -0.09
C (-0.430, 1.782, 0.662)  0.40
N (2.923, -1.142, -0.079)  -0.24
N (1.776, -1.595, 0.190)  -0.06
N (0.856, -0.632, 0.060)  -0.20
O (1.520, 2.930, -0.076)  -0.64
O (-1.564, 2.002, 0.359)  -0.48
H (3.761, 0.854, -0.532)  0.23
H (-3.322, -2.149, -1.207)  0.23
H (-2.947, -2.762, 0.462)  0.23
H (-0.963, -1.810, -1.519)  0.21
H (0.341, 1.953, -1.331)  0.20
H (-0.869, -0.875, 1.360)  0.21
H (-0.278, 1.738, 1.743)  0.11
H (1.631, 2.865, 0.819)  0.46
H (-3.081, -1.125, 0.335)  0.23

Force components x, y, z for each atom (eV/Å):
0.00 4.04 -0.42
0.15 1.14 -0.01
1.07 0.12 -0.06
-1.30 0.51 3.07
-2.60 -1.84 -4.29
-0.61 -1.67 -3.35
-0.41 1.07 0.60
1.71 -1.43 0.28
-1.20 -2.41 0.01
0.98 0.02 0.78
0.48 1.08 -2.03
-0.49 -0.06 -0.97
-1.81 -1.71 0.33
0.42 0.44 1.04
0.61 -0.39 -0.57
1.06 -0.15 -1.55
0.46 -0.52 1.63
-0.08 0.55 1.27
0.94 -0.38 0.56
1.51 0.91 4.05
-0.89 0.68 -0.37

---

3.
Computed, not measured: a structure of composition C7H9N3O3S at a distorted geometry, with ωB97M-V with the def2-TZVPD basis set.

## Properties
HOMO energy in Eh: -0.320
Multiplicity: 1
Total charge: 0

Each line ends with the natural charge from an NBO analysis.
Positions of all 23 atoms, in Å:
C (-2.193, -1.406, -0.640)  -0.16
C (-2.829, -0.181, -0.618)  -0.27
C (-0.831, -1.569, -0.542)  -0.26
C (-0.590, 0.768, -0.305)  -0.27
C (-1.988, 0.934, -0.502)  0.21
C (-0.023, -0.474, -0.491)  -0.26
C (1.424, -0.742, 1.657)  -0.76
N (2.325, 0.924, -0.529)  -0.62
N (-2.535, 2.213, -0.308)  -0.80
N (3.524, 0.830, -0.067)  0.59
O (4.356, 1.667, -0.273)  -0.36
O (3.739, -0.207, 0.630)  -0.52
O (2.211, -1.713, -0.900)  -0.88
S (1.730, -0.620, -0.161)  1.95
H (-2.819, -2.276, -0.728)  0.22
H (-3.802, -0.128, -0.945)  0.22
H (-0.449, -2.562, -0.360)  0.23
H (0.055, 1.567, -0.079)  0.23
H (0.503, -1.349, 1.757)  0.24
H (2.150, -1.258, 2.113)  0.24
H (1.341, 0.361, 1.906)  0.26
H (-3.465, 2.313, -0.352)  0.39
H (-1.834, 2.907, -0.264)  0.39

Force components x, y, z for each atom (eV/Å):
-0.76 -0.33 0.09
3.43 0.01 -0.69
0.09 -1.47 0.07
-1.44 -0.54 -1.22
-0.36 1.11 1.70
0.36 1.61 0.48
-2.62 1.86 -2.27
-3.01 -1.22 -0.85
4.52 -2.71 -0.32
1.94 -0.52 1.16
0.22 0.59 -0.13
0.90 -0.02 0.07
0.82 -2.00 -0.85
-1.78 2.38 1.79
-0.03 -0.35 0.01
-2.31 0.39 -0.10
0.25 -0.17 -0.57
0.43 1.20 0.00
0.21 0.88 -0.04
3.08 -1.35 1.68
-0.06 -1.55 0.18
-3.59 1.02 -0.20
-0.28 1.18 0.01

---

4.
Computed, not measured: the ion C7H9N4 with charge +1 at a distorted geometry, with ωB97M-V with the def2-TZVPD basis set.

## Properties
HOMO energy (spin up / spin down) in Eh: -0.446 / -0.465
Multiplicity: 1
Total charge: +1

Each line ends with the natural charge from an NBO analysis.
Positions of all 20 atoms, in Å:
C (-0.506, -2.492, 2.588)  -0.19
C (-1.896, -2.349, 2.234)  -0.21
C (0.211, -1.603, 1.878)  -0.14
C (-1.988, -1.390, 1.260)  -0.08
C (0.602, 0.800, 0.351)  0.26
C (0.780, 0.440, -2.583)  0.35
C (1.092, 2.816, -2.537)  -0.41
N (1.140, 1.519, -0.539)  -0.31
N (-0.712, -0.925, 1.073)  -0.07
N (0.912, 1.455, -1.889)  -0.20
N (-0.466, -0.008, 0.270)  -0.23
H (0.017, -3.105, 3.335)  0.25
H (-2.617, -3.099, 2.538)  0.25
H (1.319, -1.539, 1.839)  0.25
H (-2.966, -1.046, 0.825)  0.27
H (0.985, 1.011, 1.319)  0.21
H (0.889, 0.158, -3.669)  0.24
H (0.519, 2.843, -3.618)  0.24
H (0.609, 3.486, -1.806)  0.26
H (2.079, 3.027, -2.868)  0.25

Force components x, y, z for each atom (eV/Å):
1.13 -0.01 0.83
0.08 -0.73 -0.65
0.77 -0.62 0.41
-2.43 -1.60 1.46
-1.34 -1.43 0.65
0.15 -1.84 -1.23
-3.17 -0.03 -2.45
1.41 1.61 -0.44
0.58 -0.97 1.45
0.21 0.91 -0.90
0.42 3.05 -3.93
-0.85 -0.04 -0.44
-0.33 0.67 0.08
-1.21 0.49 -0.28
1.84 0.03 0.04
0.49 0.08 1.00
-0.44 0.63 1.29
0.91 -0.27 3.00
0.61 0.04 -0.66
1.17 0.00 0.77

---

For each record above, in turn, the calculated M values are 153.16 167.17 215.23 149.18 g mol⁻¹.
For each record above, in turn, the calculated E values are -14475.154 -15966.412 -28846.603 -13350.974 eV.